The following is a DFT calculation (ωB97M-V with the def2-TZVPD basis set) of a molecular structure, C15H22BHgN8O2S6.

Geometry as XYZ:
```
55
C15H22BHgN8O2S6 ωB97M-V with the def2-TZVPD basis set
Hg -1.37823 0.75993 -0.95998
O -7.28421 -2.67406 -2.44779
C -6.20924 -2.13929 -2.26012
S -5.81013 -0.51106 -2.79198
C -4.14229 -0.46445 -2.21606
C -3.69528 -1.56681 -1.58078
S -2.12347 -1.85343 -0.89845
S -4.85689 -2.88719 -1.42445
S -3.29482 1.02701 -2.55730
N -0.06644 -0.58700 -3.63964
N 0.82294 -1.52071 -3.05763
C 1.15766 -1.27831 -1.70342
N 1.97137 -2.32343 -1.20556
S 1.10588 0.24125 -0.90600
H -1.03371 -0.76978 -3.37837
H 0.03412 -0.63167 -4.64285
H 0.46013 -2.47283 -3.09911
H 2.87294 -2.36543 -1.69053
H 2.14550 -2.17330 -0.21950
N 3.28237 4.03114 -4.24190
C 2.34273 3.52906 -3.36269
N 2.59791 2.32489 -2.83413
N 1.30036 4.27463 -3.12549
C 0.35982 3.76063 -2.33781
N -0.46427 3.32537 -1.65511
H 4.23468 3.76669 -4.04889
H 3.15593 5.01791 -4.40221
H 3.28540 1.74947 -3.29073
H 1.86646 1.78408 -2.34718
B -3.23879 3.03579 3.25106
C -2.55416 2.25139 2.05315
N -2.04915 1.67358 1.18917
H -2.53294 2.88984 4.23449
H -4.33949 2.55624 3.43727
H -3.31208 4.21043 2.94659
C 1.37163 -4.54033 1.92549
C 1.39043 -3.06942 2.24255
C 0.21828 -2.32002 2.15713
C 0.23416 -0.94779 2.34305
C 1.43458 -0.31755 2.64675
C 2.60733 -1.04050 2.75151
C 2.57958 -2.41638 2.55251
S 1.53271 1.47161 2.72143
C 0.49135 1.66209 4.17574
O 2.92440 1.79621 3.16739
H 0.43373 -4.99794 2.24155
H 2.19699 -5.06389 2.41286
H 1.46066 -4.68994 0.84620
H -0.71430 -2.79821 1.88332
H -0.67825 -0.37732 2.21017
H 3.52717 -0.51096 2.96755
H 3.50015 -2.98779 2.62257
H 0.89058 1.04632 4.98047
H -0.53389 1.39306 3.92650
H 0.52208 2.71816 4.43918
```

Calculated values
HOMO energy (spin up / spin down) = -0.308 / -1.509 eV
Net charge = -2
Energy relative to the best compared isomer or geometry (same formula, charge and spin) = 2.0 kcal/mol
Lowest unoccupied orbital energy (spin up / spin down) = 4.1 / 4.0 eV
Multiplicity = 2

The computed Löwdin charges, all in e, follow:
1 Hg 0.54
2 O -0.13
3 C -1.08
4 S 0.90
5 C -1.20
6 C -1.21
7 S 0.40
8 S 0.90
9 S 0.38
10 N -0.04
11 N -0.15
12 C -0.90
13 N 0.00
14 S 0.51
15 H 0.00
16 H 0.06
17 H 0.09
18 H 0.05
19 H 0.03
20 N 0.11
21 C -0.53
22 N 0.16
23 N 0.09
24 C -0.36
25 N 0.12
26 H 0.08
27 H 0.09
28 H 0.10
29 H -0.03
30 B -0.46
31 C -0.26
32 N 0.04
33 H -0.02
34 H -0.02
35 H -0.02
36 C -0.06
37 C -0.30
38 C -0.04
39 C -0.09
40 C -0.42
41 C -0.08
42 C -0.06
43 S 0.89
44 C -0.24
45 O -0.57
46 H 0.07
47 H 0.07
48 H 0.08
49 H 0.10
50 H 0.09
51 H 0.10
52 H 0.10
53 H 0.06
54 H 0.03
55 H 0.05